Molecular formula: C4H9F2N
Method: DFT, ωB97M-V/def2-TZVPD

Results
DFT total energy = -11217.6549 eV
Kohn-Sham gap = 11.16 eV
LUMO energy = 0.0364 Eh
Structure (SMILES) = CN(C)C(C)(F)F
Molecular weight = 109.119 u
HOMO level = -10.2 eV
Energy relative to the best compared isomer or geometry (same formula, charge and spin) = 116.5 kJ/mol

Last column: natural (NBO) charge in e.
Positions of all 16 atoms, in Å:
C1 0.771 -0.690 -1.849  -0.6783
C2 0.487 0.347 1.778  -0.4317
C3 -1.098 0.552 -0.009  -0.4418
C4 1.096 -0.192 -0.406  0.8648
N1 0.070 -0.261 0.465  -0.4698
F1 2.273 -0.644 -0.025  -0.3125
F2 1.519 1.381 -0.693  -0.5305
H1 0.650 0.268 -2.467  0.2457
H2 1.539 -1.206 -2.316  0.2371
H3 -0.204 -1.144 -1.742  0.2196
H4 0.892 1.385 1.649  0.2136
H5 -0.408 0.354 2.385  0.2021
H6 1.336 -0.175 2.124  0.2186
H7 -0.735 1.307 -0.892  0.2379
H8 -1.852 -0.145 -0.518  0.2076
H9 -1.436 1.023 0.953  0.2177

---

Molecular formula: C4H9F2NO
Method: DFT, ωB97M-V/def2-TZVPD

Results
DFT total energy = -13258.2709 eV
Kohn-Sham gap (alpha / beta) = 3.75 / 7.43 eV
LUMO energy (alpha / beta) = 0.0195 / -0.1562 Eh
<S²> = 2.00
Molecular weight = 125.118 u
HOMO level (alpha / beta) = -3.2 / -11.7 eV
Energy relative to the best compared isomer or geometry (same formula, charge and spin) = 226.6 kJ/mol
Multiplicity = 3

Last column: natural (NBO) charge in e.
Positions of all 17 atoms, in Å:
C1 -1.797 0.700 0.168  -0.6478
C2 -0.233 -2.057 -0.161  -0.2526
C3 0.531 0.249 -0.124  0.0677
C4 1.934 0.951 0.001  0.5034
N1 -0.445 0.958 0.630  -0.2067
O1 0.576 -1.034 0.424  -0.5015
F1 3.000 0.228 -0.508  -0.3469
F2 2.325 1.182 1.302  -0.3397
H1 -2.241 -0.221 0.482  0.2447
H2 -2.529 1.318 0.587  0.2419
H3 -1.959 0.627 -0.857  0.2457
H4 0.375 -2.681 -0.745  0.1985
H5 -1.137 -1.664 -0.593  0.1711
H6 -0.673 -2.602 0.587  0.1934
H7 0.357 0.269 -1.146  0.2082
H8 2.016 1.858 -0.594  0.1530
H9 -0.101 1.920 0.549  0.0676

---

Molecular formula: C4H9F3NP
Method: DFT, ωB97M-V/def2-TZVPD

Results
DFT total energy = -23222.2646 eV
Kohn-Sham gap (alpha / beta) = 8.16 / 8.16 eV
LUMO energy (alpha / beta) = 0.0254 / 0.0254 Eh
Molecular weight = 159.091 u
HOMO level (alpha / beta) = -7.5 / -7.5 eV
Energy relative to the best compared isomer or geometry (same formula, charge and spin) = 0.0 kJ/mol

Last column: natural (NBO) charge in e.
Positions of all 18 atoms, in Å:
C1 -0.183 1.223 0.276  -0.6599
C2 -2.198 -1.043 0.630  -0.0187
C3 -0.095 -0.167 -0.277  0.1532
C4 0.944 -1.042 0.332  0.4496
N1 -0.171 -0.299 -1.652  -0.8134
F1 -2.625 -1.810 -0.403  -0.3689
F2 0.798 -2.343 -0.048  -0.3538
F3 0.872 -1.050 1.692  -0.3492
P1 2.712 -0.530 -0.200  0.2389
H1 -1.060 1.729 -0.119  0.2218
H2 -0.251 1.192 1.360  0.2406
H3 0.701 1.802 -0.007  0.2074
H4 -2.816 -0.168 0.757  0.1420
H5 -1.918 -1.633 1.487  0.1565
H6 -0.201 -1.253 -1.985  0.3973
H7 -0.869 0.284 -2.088  0.3856
H8 3.288 -1.409 0.716  -0.0078
H9 2.743 0.518 0.717  -0.0212

---

Molecular formula: C4H9FN
Method: DFT, ωB97M-V/def2-TZVPD

Results
DFT total energy = -8490.7442 eV
Kohn-Sham gap = 11.70 eV
LUMO energy = -0.1707 Eh
Structure (SMILES) = CC(C)=[N+](C)F
Molecular weight = 90.121 u
HOMO level = -16.3 eV
Energy relative to the best compared isomer or geometry (same formula, charge and spin) = 387.2 kJ/mol
Charge = +1

Last column: natural (NBO) charge in e.
Positions of all 15 atoms, in Å:
C1 -0.232 -0.420 -0.058  0.4066
C2 -1.380 -1.215 -0.473  -0.7372
C3 0.572 -0.866 1.158  -0.7044
C4 1.187 1.825 -0.195  -0.3787
N1 -0.110 0.809 -0.454  0.0973
F1 -0.884 1.192 -1.500  -0.1632
H1 -1.567 -1.198 -1.688  0.2912
H2 -2.291 -0.795 -0.146  0.2913
H3 -1.523 -2.315 -0.194  0.2857
H4 0.544 -0.052 1.883  0.2672
H5 0.272 -1.934 1.371  0.2836
H6 1.744 -0.971 1.044  0.2844
H7 1.428 1.499 0.784  0.2394
H8 0.583 2.818 -0.316  0.2653
H9 1.657 1.621 -1.215  0.2715

---

Molecular formula: C4H9FN2
Method: DFT, ωB97M-V/def2-TZVPD

Results
DFT total energy = -9990.7002 eV
Kohn-Sham gap = 9.90 eV
LUMO energy = 0.0383 Eh
Structure (SMILES) = N[C@@H]1C[C@H](N)[C@@H]1F
Molecular weight = 104.128 u
HOMO level = -8.9 eV
Energy relative to the best compared isomer or geometry (same formula, charge and spin) = 102.7 kJ/mol

Last column: natural (NBO) charge in e.
Positions of all 16 atoms, in Å:
C1 0.603 1.014 -0.002  -0.0725
C2 -0.865 0.575 0.299  -0.4495
C3 -0.240 -0.798 0.773  -0.0732
C4 0.992 -0.474 -0.019  0.1962
H1 0.167 2.689 -1.134  0.3625
H2 0.759 1.379 -1.960  0.3621
H3 1.043 1.454 0.909  0.1881
H4 -1.491 0.452 -0.598  0.2059
H5 -1.441 1.165 1.046  0.2047
H6 -0.098 -0.766 1.858  0.1996
H7 -0.847 -2.319 -0.548  0.3741
H8 -1.529 -2.381 0.947  0.3608
H9 1.959 -0.762 0.345  0.1691
N1 0.871 1.904 -1.094  -0.8270
N2 -0.696 -2.123 0.453  -0.8323
F1 0.814 -1.009 -1.275  -0.3686

---

Molecular formula: C4H9FN2
Method: DFT, ωB97M-V/def2-TZVPD

Results
DFT total energy = -9990.0029 eV
Kohn-Sham gap = 9.68 eV
LUMO energy = 0.0352 Eh
Structure (SMILES) = C[C@@H](/C=N\N)CF
Molecular weight = 104.128 u
HOMO level = -8.7 eV
Energy relative to the best compared isomer or geometry (same formula, charge and spin) = 169.9 kJ/mol

Last column: natural (NBO) charge in e.
Positions of all 16 atoms, in Å:
C1 -0.838 1.237 1.063  -0.6155
C2 -0.619 0.803 -0.376  -0.3456
C3 -1.362 -0.480 -0.663  0.0634
C4 0.822 0.787 -0.752  0.0003
H1 -0.467 2.318 1.319  0.2215
H2 -1.892 1.160 1.344  0.2100
H3 -0.309 0.658 1.790  0.2271
H4 -1.022 1.538 -1.117  0.2311
H5 -1.124 -0.852 -1.689  0.1719
H6 -2.474 -0.260 -0.637  0.1660
H7 1.045 1.487 -1.511  0.1752
H8 0.732 -1.093 0.643  0.3575
H9 2.368 -1.427 0.712  0.3630
N1 1.856 0.129 -0.390  -0.2030
N2 1.656 -0.721 0.654  -0.6573
F1 -1.051 -1.496 0.186  -0.3655